# 1
{"formula": "C7H15N4", "method": "the ωB97M-V functional and the def2-TZVPD basis", "total_charge": 1, "elements": ["C", "C", "C", "C", "C", "C", "C", "N", "N", "N", "N", "H", "H", "H", "H", "H", "H", "H", "H", "H", "H", "H", "H", "H", "H", "H"], "coordinates": [[2.110, -0.986, 0.660], [0.354, 0.391, 0.163], [2.124, -2.394, 0.506], [-1.486, 0.938, -1.446], [-1.976, -0.248, 0.770], [0.565, 2.849, 0.424], [-0.970, 0.090, -0.330], [2.621, 0.094, 0.937], [2.278, 1.309, 0.828], [1.014, 1.449, 0.474], [-0.728, -1.597, -0.878], [1.119, -2.860, 0.736], [2.531, -2.770, -0.490], [2.787, -2.885, 1.234], [-2.293, 0.488, -1.829], [-1.901, 1.858, -1.035], [-0.663, 1.283, -2.066], [-2.209, 0.671, 1.378], [-2.934, -0.581, 0.304], [-1.570, -1.082, 1.376], [-0.119, 2.968, -0.411], [0.146, 3.193, 1.370], [1.503, 3.391, 0.191], [-1.569, -2.095, -0.445], [0.167, -1.834, -0.522], [-0.901, -1.639, -1.897]], "forces_ev_per_angstrom": [[-2.1, 4.5, 0.0], [1.2, -1.8, 0.5], [0.1, -3.0, -0.6], [2.6, 1.7, 1.8], [-0.7, 0.5, 0.1], [1.3, 0.3, -0.5], [0.3, -0.8, 1.1], [1.2, -1.9, -0.4], [2.9, 1.3, 1.8], [-3.4, -1.4, -1.4], [-4.3, 1.7, -0.8], [1.1, 0.5, -0.3], [-0.8, 0.6, 1.0], [-0.1, 0.4, 0.1], [-2.8, -1.7, -2.5], [0.0, 0.0, 0.5], [-0.3, -0.5, -0.7], [0.4, -1.1, -0.4], [0.5, 0.2, 0.4], [-0.3, 0.8, 0.1], [-0.1, 0.0, 0.2], [0.1, -0.2, -0.1], [-0.7, 0.0, 0.3], [1.9, 0.4, -0.6], [0.9, -0.5, 0.0], [0.9, -0.2, 0.6]]}


# 2
{"formula": "C3H6N2O2", "method": "the ωB97M-V functional and the def2-TZVPD basis", "smiles": "O=C1COC=N1.N", "elements": ["O", "C", "C", "O", "C", "N", "H", "H", "H", "N", "H", "H", "H"], "coordinates": [[-1.458, 1.063, 0.896], [-0.440, 0.530, 0.545], [0.175, -0.771, 1.064], [1.552, -0.391, 1.217], [1.695, 0.697, 0.431], [0.673, 1.227, -0.111], [0.130, -1.581, 0.331], [-0.239, -1.086, 2.019], [2.720, 1.052, 0.368], [-1.155, -0.226, -1.460], [-1.992, 0.340, -1.541], [-1.288, -1.129, -1.892], [-0.373, 0.276, -1.868]], "forces_ev_per_angstrom": [[0.5, -0.2, -0.1], [-0.1, 0.3, 0.4], [-0.1, -0.1, 0.1], [0.2, -0.1, 0.0], [0.0, 0.1, 0.0], [0.0, 0.0, 0.7], [-0.1, 0.2, 0.2], [0.1, 0.1, 0.0], [-0.1, 0.0, -0.2], [-0.1, -0.1, -0.5], [0.1, -0.1, 0.0], [0.0, 0.1, -0.3], [-0.2, -0.2, -0.3]]}


# 3
{"formula": "C11H16BFN2O6P", "method": "the ωB97M-V functional and the def2-TZVPD basis", "total_charge": -1, "elements": ["C", "C", "B", "N", "C", "C", "C", "F", "P", "N", "O", "O", "H", "H", "H", "H", "H", "H", "H", "H", "H", "H", "H", "H", "C", "C", "C", "O", "C", "C", "C", "O", "O", "O", "H", "H", "H", "H"], "coordinates": [[-2.045, -4.302, -0.992], [-1.910, -3.487, -0.104], [-1.816, -2.546, 1.195], [-1.897, -3.426, 2.493], [-2.886, -1.307, 1.189], [-4.233, -1.622, 0.513], [-4.508, -0.862, -0.789], [-3.932, 0.399, -0.815], [-0.041, -1.689, 1.096], [0.230, -0.928, -0.274], [1.148, -2.807, 1.300], [0.077, -0.632, 2.374], [-2.000, -5.097, -1.694], [-2.493, -4.222, 2.277], [-0.986, -3.859, 2.613], [-2.420, -0.421, 0.756], [-3.084, -1.068, 2.237], [-4.340, -2.683, 0.278], [-5.046, -1.374, 1.202], [-5.588, -0.705, -0.888], [-4.179, -1.407, -1.673], [0.382, 0.062, -0.117], [1.775, -2.620, 0.592], [-0.131, 0.238, 2.026], [3.699, 1.976, -0.498], [4.783, 2.591, -0.982], [4.722, 3.974, -1.561], [5.760, 4.470, -1.964], [3.434, 4.646, -1.614], [2.345, 4.032, -1.135], [2.412, 2.658, -0.530], [1.386, 2.179, -0.098], [1.134, 4.579, -1.153], [5.997, 2.033, -0.987], [3.728, 0.980, -0.080], [3.399, 5.636, -2.048], [0.535, 3.917, -0.755], [6.589, 2.695, -1.388]], "forces_ev_per_angstrom": [[0.3, 0.0, 0.3], [-0.1, 0.1, 0.0], [0.3, -0.4, 0.4], [0.1, 0.0, -0.4], [0.2, -0.4, 0.0], [-0.2, 0.7, 0.0], [-0.5, -0.6, 0.1], [0.1, 0.3, 0.0], [-0.5, 0.5, -1.2], [0.2, -0.2, 0.7], [-0.3, 0.3, 0.5], [0.3, -0.7, 0.0], [-0.2, 0.1, -0.2], [-0.1, 0.0, 0.1], [0.0, -0.1, 0.2], [-0.2, 0.1, -0.2], [0.1, 0.0, 0.0], [0.1, -0.1, 0.0], [0.0, 0.0, 0.0], [0.0, 0.0, -0.1], [0.3, 0.0, 0.0], [0.1, 0.0, -0.2], [0.1, 0.1, -0.1], [0.0, 0.2, 0.0], [-0.1, -0.1, 0.1], [0.1, -0.3, 0.1], [-0.3, 0.3, -0.1], [0.1, -0.1, 0.0], [0.3, 0.1, -0.1], [-0.2, 0.4, -0.2], [0.4, -0.5, 0.1], [-0.3, 0.3, 0.0], [0.1, -0.2, 0.1], [-0.1, 0.2, 0.0], [0.0, 0.0, 0.0], [0.0, 0.0, 0.0], [0.0, 0.0, 0.0], [0.0, 0.1, 0.0]]}


no.,HOMO level (eV)
1,-11.52
2,-9.78
3,-4.43